Molecular formula: CH2O3P2
Method: DFT, wB97M-V/def2-TZVPD

Element x y z (Å)
C (-0.103, -0.474, 0.139)
O (-0.285, 2.173, -0.800)
O (-1.562, 1.630, 1.427)
O (1.997, -2.207, -0.881)
P (1.792, -0.787, -0.536)
P (-0.702, 1.336, 0.280)
H (-0.779, -0.803, -0.677)
H (-0.359, -0.868, 1.048)

As for the multiplicity: 3. As for the expectation value of S²: 2.011. The value obtained for the relative energy (zero: lowest compared OMol25 entry of this formula, charge and spin) is 0.00 kJ/mol. For the HOMO energy (spin up / spin down), the calculation gives -0.3031 / -0.4520 Eh.



Molecular formula: CH2O3S
Method: DFT, wB97M-V/def2-TZVPD

Element x y z (Å)
O (-2.680, -1.213, -0.274)
S (-2.037, 0.020, -0.017)
O (-2.744, 1.229, -0.272)
C (-0.255, -0.020, 0.098)
O (-1.094, -0.017, 1.321)
H (0.601, 0.816, 0.003)
H (0.068, -1.075, -0.003)

The value obtained for the relative energy (zero: lowest compared OMol25 entry of this formula, charge and spin) is 162.30 kJ/mol. For the HOMO energy, the calculation gives -0.4220 Eh. As for the SMILES: O=S1(=O)CO1.



Question: Number 2 is which compound?
Answer: CH2O3S



Question: Among the records above, which one has the lowest relative energy (zero: lowest compared OMol25 entry of this formula, charge and spin)?
Answer: CH2O3P2



Repeat the second record exactly.
Molecular formula: CH2O3S
Method: DFT, wB97M-V/def2-TZVPD

Element x y z (Å)
O (-2.680, -1.213, -0.274)
S (-2.037, 0.020, -0.017)
O (-2.744, 1.229, -0.272)
C (-0.255, -0.020, 0.098)
O (-1.094, -0.017, 1.321)
H (0.601, 0.816, 0.003)
H (0.068, -1.075, -0.003)

The value obtained for the relative energy (zero: lowest compared OMol25 entry of this formula, charge and spin) is 162.30 kJ/mol. For the HOMO energy, the calculation gives -0.4220 Eh. As for the SMILES: O=S1(=O)CO1.



Question: Among the records above, which one has the lowest relative energy (zero: lowest compared OMol25 entry of this formula, charge and spin)?
Answer: CH2O3P2